Record 1
Molecular formula: C2H2N8O
Method: DFT, ωB97M-V/def2-TZVPD

CARTESIAN COORDINATES (ANGSTROEM)
C  -2.17150  -1.45188  -0.98986
C  -0.64179  0.07645  0.92472
N  -3.34639  -1.53185  -0.46958
N  -3.30127  1.80648  -0.67100
N  -1.64320  0.03492  1.48887
N  -4.00595  -0.94466  0.33149
N  -4.77974  -0.54829  1.02876
N  -1.14827  -1.47597  -1.51606
N  -2.34798  2.33973  -0.49634
N  0.44686  0.21915  0.20848
O  -1.35556  2.89530  -0.33940
H  1.32618  0.22764  0.70541
H  0.44360  -0.28738  -0.67170

Properties
- 2S+1 = 1
- net charge = 0
- E_tot (eV) = -16069.5556

Results of the natural (NBO) charge analysis, in e, for atoms 1 through 6: 0.45, 0.46, -0.38, -0.12, -0.47, 0.32

Record 2
Molecular formula: C5H8O2
Method: DFT, ωB97M-V/def2-TZVPD

CARTESIAN COORDINATES (ANGSTROEM)
C  -1.86784  -0.23728  -0.41420
C  -0.76441  0.68934  0.03434
O  -0.40046  0.51778  1.44015
C  1.01530  0.41147  1.11386
C  1.14914  -0.86326  0.35550
C  0.64605  0.37569  -0.32065
O  1.31519  0.90137  -1.40138
H  -1.59194  -1.28044  -0.22773
H  -2.77465  -0.01613  0.15434
H  -2.08560  -0.11367  -1.48157
H  -0.97919  1.73939  -0.19565
H  1.69538  0.84336  1.82923
H  1.49924  -1.65030  -0.23258
H  1.01997  -1.71658  0.91852
H  2.12380  0.39926  -1.57218

Properties
- energy relative to the best compared isomer or geometry (same formula, charge and spin) (kcal per mole) = 128.6
- 2S+1 = 1
- net charge = 0
- SMILES = C[C@H]1O[C@H]2C[C@]21O
- E_tot (eV) = -9404.2549

Results of the natural (NBO) charge analysis, in e, for atoms 1 through 6: -0.63, 0.08, -0.51, 0.08, -0.75, 0.28

Record 3
Molecular formula: C2H3Cl2O2S
Method: DFT, ωB97M-V/def2-TZVPD

CARTESIAN COORDINATES (ANGSTROEM)
C  0.51312  -0.13730  0.52602
C  -0.90848  -1.10006  -0.47374
O  -2.09042  0.50428  1.26340
O  -1.94358  1.11832  -1.13630
S  -2.32815  0.07509  -0.18924
Cl  2.02868  -0.10746  -0.46827
Cl  -1.01654  -2.74521  0.24759
H  0.04626  0.84568  0.58308
H  0.56625  -0.73702  1.35214
H  -0.51301  -0.92491  -1.51291

Properties
- energy relative to the best compared isomer or geometry (same formula, charge and spin) (kcal per mole) = 28.7
- 2S+1 = 1
- net charge = -1
- E_tot (eV) = -42097.4571

Results of the natural (NBO) charge analysis, in e, for atoms 1 through 6: -0.35, -0.47, -1.06, -1.05, 1.48, -0.13

Number 1: frontier orbital gap 10.968 eV. Number 2: frontier orbital gap 9.679 eV. Number 3: frontier orbital gap 7.123 eV.